[1]
Density functional theory data (wB97M-V/def2-TZVPD) for C15H14N6OS in the gas phase in a non-equilibrium geometry.

Output
Highest occupied orbital energy   -8.56 eV
HOMO-LUMO gap   8.97 eV
SMILES   Nn1c(SCC(=O)Nc2ccccc2)nnc1-c1cccnc1

Each line ends with the Mulliken charge.
Cartesian coordinates (Å):
N: 1.49 2.79 0.19  -0.95
N: 0.80 2.22 -0.86  0.41
C: -0.50 2.43 -1.20  0.29
N: -0.85 1.68 -2.21  -0.53
N: 0.21 0.95 -2.55  -0.44
C: 1.21 1.27 -1.76  0.46
C: 2.53 0.68 -1.84  0.42
C: 2.71 -0.51 -2.55  -0.26
N: 3.87 -1.11 -2.69  -0.63
C: 4.93 -0.56 -2.11  -0.25
C: 4.88 0.62 -1.39  -0.49
C: 3.66 1.25 -1.25  -0.30
H: 3.58 2.19 -0.71  0.58
H: 5.77 1.03 -0.95  0.38
H: 5.86 -1.10 -2.25  0.36
H: 1.86 -0.97 -3.03  0.48
S: -1.54 3.50 -0.28  -0.24
C: -2.74 2.22 0.18  -0.86
H: -3.26 1.90 -0.72  0.43
H: -3.44 2.68 0.88  0.51
C: -2.01 1.05 0.85  0.56
O: -0.87 1.14 1.25  -0.59
N: -2.79 -0.06 0.91  -0.08
C: -2.48 -1.32 1.43  0.64
C: -1.25 -1.63 2.00  -0.35
C: -1.02 -2.90 2.49  -0.61
C: -2.00 -3.88 2.42  -0.51
C: -3.23 -3.57 1.86  -0.56
C: -3.47 -2.30 1.36  -0.48
H: -4.42 -2.07 0.92  0.30
H: -4.00 -4.32 1.80  0.37
H: -1.81 -4.87 2.81  0.38
H: -0.06 -3.13 2.93  0.37
H: -0.48 -0.88 2.06  0.45
H: -3.71 0.01 0.51  0.21
H: 0.87 3.48 0.62  0.26
H: 1.69 2.08 0.89  0.26


[2]
Density functional theory data (wB97M-V/def2-TZVPD) for 3 unconnected molecules or ions with the total composition C15H14NO13P in a non-equilibrium geometry.

Output
Highest occupied orbital energy   -9.06 eV
HOMO-LUMO gap   7.44 eV
SMILES   O=C1C=C(O)C(=O)C=C1O.O=C1C=C(O)C(=O)C=C1O.CP(O)C(=O)OCON=O

Each line ends with the Mulliken charge.
Cartesian coordinates (Å):
C: 3.89 3.00 -0.90  -0.94
P: 3.94 1.20 -1.31  0.05
O: 3.68 1.10 -2.94  -0.53
C: 2.39 0.52 -0.47  0.66
O: 2.52 -0.50 0.16  -0.50
O: 1.15 1.15 -0.48  -0.04
C: 0.67 1.44 -1.75  0.10
O: -0.08 2.67 -1.71  -0.33
N: 0.68 3.70 -1.07  0.35
O: 0.50 4.73 -1.57  -0.41
H: 3.93 3.61 -1.80  0.30
H: 4.81 3.18 -0.36  0.37
H: 3.08 3.27 -0.25  0.29
H: 4.52 1.10 -3.38  0.33
H: -0.03 0.70 -2.11  -0.08
H: 1.45 1.58 -2.50  0.42
C: 0.85 -0.70 5.40  -0.96
C: 1.69 0.10 4.75  0.31
C: 1.35 0.68 3.40  1.05
O: 2.16 1.42 2.87  -0.67
C: 0.08 0.31 2.79  -0.95
C: -0.76 -0.50 3.44  0.42
C: -0.43 -1.05 4.80  0.93
O: -1.26 -1.77 5.34  -0.63
O: -1.93 -0.88 2.95  -0.58
O: 2.87 0.46 5.23  -0.57
H: 1.08 -1.12 6.37  0.42
H: -0.14 0.71 1.81  0.50
H: -2.33 -1.46 3.62  0.36
H: 3.27 1.04 4.56  0.36
C: -2.02 -2.80 -1.82  -1.08
C: -3.28 -3.15 -1.54  0.45
C: -4.46 -2.51 -2.21  0.98
O: -5.57 -2.90 -1.92  -0.62
C: -4.20 -1.44 -3.17  -0.91
C: -2.94 -1.08 -3.45  0.34
C: -1.77 -1.75 -2.79  1.06
O: -0.65 -1.38 -3.10  -0.67
O: -2.64 -0.12 -4.31  -0.59
O: -3.59 -4.10 -0.66  -0.58
H: -1.17 -3.26 -1.34  0.45
H: -5.06 -0.97 -3.64  0.42
H: -1.67 -0.07 -4.33  0.35
H: -4.56 -4.16 -0.65  0.36


[3]
Density functional theory data (wB97M-V/def2-TZVPD) for 2 unconnected molecules or ions with the total composition C15H15BF2 in a non-equilibrium geometry.

Output
Highest occupied orbital energy   -8.84 eV
HOMO-LUMO gap   6.21 eV

Each line ends with the Mulliken charge.
Cartesian coordinates (Å):
F: -0.02 -3.68 1.08  -0.32
C: -0.73 -3.71 2.26  0.27
C: -0.62 -4.85 3.07  -0.56
C: -1.37 -4.89 4.25  -0.56
C: -2.22 -3.83 4.57  -0.43
C: -2.38 -2.73 3.71  0.85
C: -3.34 -1.71 4.03  -0.74
C: -3.35 -0.47 3.39  -0.08
C: -4.31 0.48 3.69  -0.29
C: -4.51 1.67 2.93  1.06
C: -3.79 1.90 1.72  -0.82
C: -4.00 3.11 1.06  0.44
F: -3.30 3.33 -0.10  -0.31
C: -4.89 4.09 1.51  -0.64
C: -5.62 3.83 2.68  -0.38
C: -5.43 2.65 3.38  -0.69
C: -1.57 -2.65 2.55  -0.73
H: 0.02 -5.69 2.77  0.43
H: -1.31 -5.74 4.92  0.37
H: -2.78 -3.81 5.51  0.45
H: -4.23 -1.99 4.62  0.51
H: -2.57 -0.22 2.66  0.28
H: -4.91 0.32 4.59  0.39
H: -3.09 1.17 1.34  0.49
H: -5.01 5.02 0.96  0.44
H: -6.34 4.56 3.06  0.37
H: -5.97 2.42 4.30  0.38
H: -1.67 -1.81 1.86  0.44
H: -2.79 -1.44 5.91  -0.13
B: -2.90 -1.46 7.20  -0.06
H: -2.22 -2.40 7.63  -0.14
H: -2.51 -0.38 7.63  -0.15
H: -4.10 -1.66 7.46  -0.15


[4]
Density functional theory data (wB97M-V/def2-TZVPD) for a molecular structure, C15H15Br30INO5P in a non-equilibrium geometry.

Output
Highest occupied orbital energy   -8.94 eV
HOMO-LUMO gap   8.22 eV

Each line ends with the Mulliken charge.
Cartesian coordinates (Å):
C: 2.19 -6.01 -1.73  -0.35
C: 1.58 -4.83 -1.71  -0.15
N: 1.11 -3.41 -1.86  0.18
C: -0.39 -3.40 -1.83  -0.40
C: -1.05 -2.19 -2.72  0.11
O: -1.55 -2.46 -3.87  -0.46
I: -1.05 -0.12 -2.00  0.21
C: 1.64 -2.93 -3.19  0.44
O: 1.34 -3.52 -4.29  -0.48
O: 2.56 -1.80 -3.24  -0.29
P: 3.77 -2.21 -2.03  0.34
O: 5.32 -2.41 -2.75  -0.36
O: 3.79 -1.08 -0.74  -0.33
H: 2.91 -6.88 -2.01  0.33
H: -0.87 -4.38 -2.21  0.35
H: -0.70 -3.17 -0.73  0.34
H: 5.59 -3.34 -2.48  0.26
H: 2.89 -1.12 -0.32  0.33
C: -3.09 1.77 1.54  -0.01
Br: -1.93 0.41 2.29  0.01
Br: -3.62 3.08 2.87  -0.01
Br: -2.30 2.61 -0.03  -0.02
H: -4.00 1.27 1.21  -0.01
C: 8.13 -5.56 -1.93  -0.43
Br: 8.41 -5.58 -3.85  0.00
Br: 8.16 -3.76 -1.22  0.07
Br: 6.52 -6.51 -1.42  0.01
H: 8.97 -6.09 -1.48  0.36
C: -7.60 1.28 1.30  -0.44
Br: -6.42 -0.07 2.06  -0.04
Br: -8.14 2.59 2.63  0.11
Br: -6.82 2.11 -0.27  0.12
H: -8.50 0.76 0.97  0.35
C: -3.25 2.82 -3.97  -0.37
Br: -4.73 3.06 -2.73  0.09
Br: -3.03 0.96 -4.48  -0.01
Br: -3.39 3.98 -5.51  -0.04
H: -2.34 3.11 -3.43  0.28
C: -9.57 4.11 -2.76  -0.27
Br: -10.55 2.81 -1.70  -0.02
Br: -10.75 5.10 -3.95  -0.05
Br: -8.51 5.29 -1.65  -0.01
H: -8.88 3.55 -3.39  0.33
C: 6.43 -0.15 1.69  0.04
Br: 5.06 0.24 3.02  0.10
Br: 7.48 1.41 1.26  0.01
Br: 7.54 -1.65 2.22  -0.04
H: 5.91 -0.45 0.78  -0.08
C: 8.68 2.37 -2.48  -0.35
Br: 7.89 4.04 -1.88  -0.01
Br: 7.39 0.92 -2.49  0.06
Br: 9.57 2.56 -4.20  -0.05
H: 9.45 2.10 -1.75  0.33
C: 3.44 -2.72 5.51  0.26
Br: 2.46 -3.51 4.03  0.02
Br: 2.94 -3.52 7.21  -0.03
Br: 5.35 -2.76 5.22  0.00
H: 3.15 -1.66 5.56  -0.34
C: 1.82 1.85 4.35  -0.40
Br: 1.76 -0.05 4.76  0.06
Br: 1.49 2.19 2.47  0.05
Br: 0.62 2.87 5.48  -0.04
H: 2.83 2.19 4.56  0.36
C: -10.66 5.24 4.76  -0.33
Br: -10.75 3.35 5.19  -0.02
Br: -8.83 5.82 4.42  -0.03
Br: -11.84 5.71 3.29  0.00
H: -11.01 5.79 5.64  0.35


For each record above, in turn, the calculated E_tot values are -1381.95461, -1954.10441, -805.00188, -78870.67489 hartree.